This record from OMol25 describes the molecule C14H11N3O5 in a non-equilibrium geometry. The level of theory is wB97M-V/def2-TZVPD.

```
33
Properties=species:S:1:pos:R:3:nbo_charge:R:1
O 2.32 4.38 5.08 -0.604
O 1.67 -2.17 -3.97 -0.358
O 1.64 -4.21 -4.69 -0.395
N -1.42 0.63 0.51 -0.167
N -0.33 1.22 0.21 -0.160
O 3.91 4.73 3.47 -0.640
O -0.77 -2.47 -2.66 -0.377
C 2.71 4.33 3.89 0.756
C -0.84 -4.56 -3.31 -0.160
C -2.00 -4.29 -2.47 -0.319
C -0.06 -3.39 -3.39 0.284
C -1.82 -3.02 -2.07 0.352
C -1.93 -0.17 -0.52 -0.060
C -2.43 -1.35 -0.15 -0.155
C -0.13 2.48 2.31 -0.227
C 1.77 2.18 0.80 -0.189
C 0.66 3.27 3.17 -0.132
C 2.47 3.08 1.65 -0.147
C 0.41 2.04 1.15 0.081
C 1.98 3.48 2.91 -0.195
N 1.12 -3.25 -4.07 0.475
C -2.91 -2.38 -1.19 -0.485
H 3.98 5.35 4.24 0.504
H -0.64 -5.44 -3.75 0.226
H -2.77 -4.96 -2.08 0.239
H -1.83 0.02 -1.57 0.205
H -2.34 -1.64 0.85 0.212
H -1.13 2.38 2.74 0.245
H 2.27 1.86 -0.07 0.240
H 0.22 3.77 4.14 0.247
H 3.48 3.16 1.36 0.218
H -3.70 -1.89 -1.76 0.244
H -3.55 -3.18 -0.73 0.243
```

Calculated values
Charge: 0
ΔE to the lowest compared entry with this formula, charge and spin, kJ/mol: 744.2
Gap between HOMO and LUMO, eV: 8.27
F_max, eV/Å: 6.60
DFT total energy, Eh: -1080.31202
Structure (SMILES): O=C(O)c1ccc(/N=N/C=C/Cc2ccc([N+](=O)[O-])o2)cc1